150
Properties=species:S:1:pos:R:3:forces:R:3 method="wB97M-V/def2-TZVPD" homo_ev=-8.265 smiles=CC1(C)CCCC(C)(C)N1O.CC1(C)CCCC(C)(C)N1O.CC1(C)CCCC(C)(C)N1O.CC1(C)CCCC(C)(C)N1O.c1cc[nH]c1.c1cc[nH]c1.c1cc[nH]c1 total_energy_ha=-2567.499865 multiplicity=1
C 12.793 10.203 15.011 0.838 0.943 -0.263
C 12.516 11.697 15.322 1.361 -0.571 1.151
C 12.045 12.460 14.082 0.924 -0.352 0.572
C 10.648 12.029 13.702 -0.276 0.868 -0.405
C 9.649 12.319 14.830 -0.083 -3.420 0.910
C 10.072 11.528 16.161 0.604 0.412 -2.043
N 11.528 11.897 16.388 -1.912 0.288 1.376
O 11.957 11.302 17.661 -0.391 0.870 -1.535
C 9.193 12.035 17.286 0.507 0.092 0.816
C 9.870 10.013 15.926 0.252 -0.051 -0.638
C 13.804 12.351 15.941 -2.092 0.421 -0.837
H 13.724 10.105 14.453 0.019 0.332 -0.408
H 11.997 9.814 14.384 0.184 -0.652 0.471
H 13.095 9.674 15.922 -0.867 -0.341 -0.065
H 12.121 13.531 14.246 -0.342 0.134 0.290
H 12.824 12.290 13.330 -0.352 -0.333 -0.306
H 10.661 10.980 13.362 -0.343 0.458 0.165
H 10.337 12.660 12.877 -0.162 -0.168 -0.574
H 8.644 11.858 14.586 0.907 0.870 0.049
H 9.563 13.343 15.099 -0.132 0.876 -0.260
H 9.506 13.031 17.633 0.253 -0.295 -0.011
H 8.160 12.193 16.971 -0.013 -0.521 -0.111
H 9.265 11.331 18.132 -0.310 0.457 -0.156
H 8.847 9.697 16.110 -0.288 0.202 -0.230
H 10.209 9.663 14.924 -0.717 0.464 0.693
H 10.446 9.406 16.600 0.424 -0.174 0.656
H 14.235 11.762 16.716 0.122 -0.434 0.698
H 13.330 13.268 16.365 1.298 -0.207 -0.226
H 14.548 12.475 15.175 0.285 0.565 -0.354
H 12.082 10.392 17.397 0.155 -0.820 0.321
C 10.959 17.316 18.555 1.325 -0.921 0.635
C 11.428 17.201 20.031 -1.216 0.840 1.316
C 12.367 15.979 20.153 0.123 0.378 -0.477
C 13.844 16.313 19.944 -0.506 -0.300 -0.501
C 14.244 17.587 20.621 0.067 0.738 0.864
C 13.366 18.769 20.149 0.144 -0.037 -0.664
N 12.036 18.451 20.647 0.139 -1.685 -0.177
O 11.099 19.492 20.440 -0.019 0.004 -1.257
C 13.746 20.156 20.687 -0.940 -0.085 2.445
C 13.500 18.888 18.650 -0.003 0.827 -1.905
C 10.197 17.020 20.987 -0.019 -0.740 -0.472
H 11.765 16.933 17.911 -0.372 0.262 0.015
H 10.658 18.273 18.185 -0.286 0.695 0.110
H 10.161 16.606 18.466 -0.621 -0.177 -0.172
H 12.246 15.457 21.089 -0.111 0.155 0.663
H 12.094 15.229 19.402 -0.242 0.199 0.006
H 14.084 16.341 18.886 -0.064 0.154 -0.254
H 14.412 15.486 20.316 0.541 -0.530 0.404
H 15.281 17.820 20.389 0.210 0.051 0.100
H 14.143 17.426 21.714 0.090 0.430 -0.422
H 13.596 20.055 21.840 0.339 0.558 -1.748
H 14.795 20.378 20.509 0.016 0.108 -0.114
H 13.072 20.999 20.310 1.057 -1.298 0.323
H 12.763 19.590 18.258 0.111 0.247 0.206
H 14.477 19.283 18.383 0.256 0.410 0.229
H 13.413 18.086 17.923 -0.200 -0.770 0.706
H 9.489 17.857 20.864 0.554 -0.186 0.453
H 10.548 16.842 22.033 -0.367 0.541 -0.805
H 9.608 16.144 20.700 0.197 -0.216 -0.068
H 11.264 20.080 21.166 -0.026 0.357 0.691
C 15.547 21.385 15.511 -0.117 0.160 -0.843
C 15.852 20.379 14.397 -1.037 -0.092 -0.533
C 15.109 19.062 14.735 0.334 -0.978 0.386
C 15.186 18.045 13.594 -1.882 1.283 -0.917
C 14.543 18.726 12.330 1.664 -1.466 0.002
C 15.203 20.033 11.892 -0.383 0.445 0.952
N 15.152 20.901 13.128 0.929 -0.194 0.545
O 15.708 22.203 12.799 -0.189 -0.560 0.263
C 16.580 19.860 11.292 0.166 -0.933 0.653
C 14.246 20.709 10.929 1.358 2.513 -0.773
C 17.362 20.186 14.397 0.161 0.163 -0.816
H 14.497 21.634 15.453 -0.435 -0.091 0.437
H 16.075 22.319 15.372 0.354 0.189 -0.161
H 15.858 20.980 16.463 -0.261 -0.172 0.348
H 15.591 18.545 15.628 -0.803 1.059 -0.574
H 14.020 19.291 14.887 0.975 -0.190 0.308
H 14.553 17.166 13.771 0.232 0.088 0.340
H 16.176 17.694 13.387 0.707 -0.089 -0.093
H 13.478 18.881 12.495 0.019 -0.037 0.003
H 14.698 17.989 11.517 -0.516 0.452 0.090
H 17.240 19.252 11.918 -0.260 -0.312 -0.254
H 16.474 19.451 10.310 -0.016 -0.743 -0.592
H 17.140 20.740 11.133 0.190 1.542 0.067
H 13.408 20.973 11.528 -1.069 0.277 0.178
H 14.712 21.685 10.555 -0.548 -1.086 0.684
H 13.938 20.260 10.001 0.043 -1.026 -0.047
H 17.753 19.235 14.048 -0.273 -0.164 -0.310
H 17.649 20.245 15.422 0.493 0.129 0.811
H 17.870 20.985 13.849 -0.094 -0.016 0.080
H 14.958 22.789 12.973 0.224 -0.116 -0.073
C 7.367 22.373 16.320 -0.110 0.590 -0.369
C 8.890 22.514 16.258 0.644 0.941 -0.957
C 9.583 21.799 17.402 0.087 0.062 1.336
C 11.072 21.581 17.196 1.002 0.175 0.647
C 11.287 20.870 15.893 -1.075 -0.796 -1.228
C 10.736 21.631 14.651 -0.679 0.262 1.779
N 9.258 21.883 14.967 1.459 -1.339 0.704
O 8.583 22.513 13.922 0.662 0.393 -0.474
C 11.629 22.844 14.481 1.640 0.904 -1.207
C 10.776 20.723 13.452 -0.260 0.428 -1.168
C 9.383 23.983 16.340 -0.968 0.680 -0.342
H 6.860 23.315 16.445 -0.063 0.616 -0.250
H 6.987 21.804 17.130 0.128 -0.898 0.992
H 7.010 21.912 15.409 -0.106 0.034 -0.060
H 9.431 22.375 18.360 -0.161 -0.553 -0.933
H 9.106 20.826 17.507 0.012 -0.165 0.198
H 11.538 20.926 17.961 -0.813 0.438 -0.018
H 11.705 22.523 17.290 -0.939 -0.918 -0.372
H 10.752 19.897 15.814 0.143 0.383 0.753
H 12.325 20.600 15.803 0.633 0.157 -0.533
H 12.226 23.197 15.353 -0.754 -0.463 -0.345
H 12.387 22.564 13.720 -0.070 -0.064 0.420
H 11.225 23.742 14.014 -0.614 0.041 0.127
H 10.583 21.244 12.491 0.143 -0.148 0.551
H 11.693 20.170 13.358 0.891 0.146 0.069
H 10.039 19.959 13.539 -0.919 -0.492 0.193
H 8.838 24.441 17.165 0.278 0.135 0.226
H 9.205 24.677 15.491 -0.291 -0.764 0.075
H 10.445 24.038 16.497 0.347 -0.037 0.381
H 9.096 23.319 13.756 -0.270 0.243 -0.183
N 10.971 15.098 15.969 -0.357 0.643 0.890
C 9.777 15.797 16.092 1.900 0.087 -1.614
C 9.994 16.969 15.372 0.404 -1.569 1.106
C 11.337 17.036 14.948 0.205 -0.766 0.118
C 11.929 15.863 15.347 -0.408 -0.930 0.260
H 11.164 14.216 16.421 0.109 -0.243 0.018
H 8.947 15.375 16.631 -0.127 0.128 -0.149
H 9.257 17.660 15.217 -1.596 1.847 -0.368
H 11.832 17.788 14.373 0.011 0.441 -0.177
H 12.904 15.403 15.232 -0.030 0.512 -0.134
N 8.873 15.071 10.834 -1.982 -1.689 -0.613
C 8.611 14.512 9.564 -0.156 0.261 1.123
C 7.480 13.753 9.671 0.095 0.859 0.976
C 7.002 13.901 11.015 -1.028 -2.142 -1.009
C 7.870 14.595 11.721 2.778 2.542 -0.236
H 9.712 15.498 11.151 0.389 0.505 -0.186
H 9.122 14.742 8.641 0.477 0.114 0.396
H 7.001 13.184 8.919 -0.273 -0.241 -0.690
H 6.179 13.377 11.444 -0.582 -0.114 0.062
H 7.883 14.955 12.736 -0.045 -0.190 0.104
N 12.214 15.364 10.778 0.658 -1.305 -1.250
C 11.565 16.243 11.543 -0.524 0.416 1.997
C 11.687 17.471 11.021 0.760 1.131 -1.505
C 12.514 17.348 9.851 -1.473 1.076 1.480
C 12.743 16.041 9.700 0.748 -0.956 0.102
H 12.196 14.358 10.925 0.132 0.583 -0.238
H 11.254 15.996 12.530 -0.585 -0.369 0.439
H 11.296 18.428 11.276 -0.296 0.200 0.827
H 12.884 18.245 9.419 0.275 0.025 -1.072
H 13.327 15.572 8.966 0.549 -0.800 -0.705

=====

179
Properties=species:S:1:pos:R:3:forces:R:3 method="wB97M-V/def2-TZVPD" homo_ev=-10.557 smiles="CCOC(=O)C(F)(F)F.CCOC(=O)OC.CCOC(=O)OC.CCOC(=O)OC.CCOC(=O)OC.CCOC(=O)OC.CCOC(=O)OC.CCOC(=O)OC.CCOC(=O)OC.CCOC(=O)OC.CCOC(=O)OC.CCOC(=O)OC" relative_energy_kcal_mol=110.7 total_energy_ha=-4817.774498 multiplicity=1
C 3.081 6.899 -0.527 -0.043 -0.171 1.501
C 2.758 5.413 -0.718 0.072 1.053 -1.617
O 3.997 4.645 -0.618 -0.419 2.251 -1.035
C 3.892 3.383 -0.334 1.552 1.035 1.028
O 2.942 2.878 0.106 -4.361 -2.269 1.030
O 5.064 2.823 -0.360 2.037 -1.216 -0.523
C 5.168 1.446 0.076 -0.833 0.244 0.209
H 3.879 7.313 -1.135 0.006 -0.361 -0.339
H 3.374 7.067 0.521 0.035 -0.029 -0.245
H 2.184 7.509 -0.661 -0.006 -0.225 -0.219
H 2.369 5.341 -1.755 0.332 -0.514 0.394
H 1.942 5.085 -0.075 0.540 -0.291 0.363
H 6.018 1.426 0.754 0.327 -0.318 -0.534
H 5.168 0.797 -0.802 0.696 0.102 0.107
H 4.313 1.088 0.661 -0.066 0.686 -0.122
C -2.949 4.564 -6.988 1.122 -0.557 -0.050
C -2.406 4.888 -5.601 -1.584 -0.331 1.002
O -1.879 3.719 -4.947 1.390 0.494 -1.335
C -2.588 3.008 -4.091 1.542 0.253 -1.081
O -3.626 3.297 -3.639 -3.566 1.013 1.376
O -1.913 1.941 -3.825 2.049 -1.725 0.266
C -2.518 0.903 -3.067 -1.779 0.303 0.044
H -3.661 5.304 -7.334 -0.117 0.107 0.036
H -3.400 3.569 -6.969 -0.284 0.173 0.055
H -2.127 4.491 -7.708 -0.146 0.109 0.005
H -3.257 5.201 -4.977 0.349 0.290 -0.127
H -1.619 5.633 -5.576 0.082 -0.001 -0.097
H -2.715 1.156 -2.022 0.480 0.355 -0.252
H -1.922 0.007 -3.099 0.361 0.048 -0.218
H -3.528 0.720 -3.459 0.682 0.029 -0.199
C 3.135 -6.370 -0.299 0.982 1.031 -1.231
C 1.889 -7.193 -0.432 0.207 -0.896 0.080
O 1.875 -8.155 0.672 0.861 0.191 -0.102
C 0.721 -8.567 1.148 1.353 -1.325 0.628
O -0.311 -8.036 0.992 -2.871 1.135 -0.452
O 0.915 -9.697 1.865 0.154 -0.168 -0.067
C -0.229 -10.498 2.222 -0.241 0.669 0.130
H 4.095 -6.882 -0.417 -0.363 -0.632 0.521
H 3.198 -5.715 0.568 -0.301 -0.220 0.221
H 3.222 -5.696 -1.172 -0.552 -0.029 0.244
H 1.926 -7.844 -1.314 0.092 0.341 -0.064
H 0.985 -6.590 -0.503 -0.012 -0.067 0.496
H -1.108 -10.248 1.630 0.233 -0.051 -0.363
H -0.548 -10.323 3.253 0.451 0.041 0.028
H 0.073 -11.532 2.093 -0.033 -0.017 -0.037
C 4.030 -1.017 2.460 0.738 0.107 -1.226
C 4.188 -1.025 3.938 -0.917 0.579 0.866
O 5.023 -2.054 4.401 2.140 1.120 0.249
C 4.495 -3.233 4.498 3.363 0.667 0.656
O 3.398 -3.471 4.276 -6.580 -1.648 -1.232
O 5.390 -4.096 4.881 2.255 -0.731 0.588
C 4.932 -5.400 5.168 -0.625 -0.305 0.139
H 4.960 -0.713 1.963 -0.046 0.298 0.206
H 3.227 -0.336 2.182 0.226 -0.319 -0.166
H 3.859 -1.993 2.001 -0.495 -0.150 0.506
H 3.214 -1.078 4.432 0.598 -0.890 -0.335
H 4.609 -0.113 4.354 0.317 0.132 -0.377
H 5.774 -6.076 5.243 0.304 0.191 -0.118
H 4.253 -5.735 4.387 -0.065 -0.110 0.025
H 4.415 -5.391 6.127 -0.142 -0.075 -0.020
C 0.784 -1.901 7.490 -1.459 -0.803 -0.369
C 1.528 -0.735 6.938 1.095 0.228 0.194
O 1.267 -0.639 5.519 -1.121 -1.717 1.487
C 1.877 0.315 4.874 -2.234 -2.200 -1.092
O 2.570 1.101 5.354 3.082 4.145 2.116
O 1.596 0.174 3.606 -1.118 0.441 -1.413
C 1.746 1.369 2.821 -0.240 -0.028 0.008
H 0.957 -2.818 6.918 0.332 0.172 -0.053
H -0.300 -1.749 7.410 0.134 0.120 0.114
H 0.996 -2.139 8.530 0.264 0.342 0.078
H 2.601 -0.905 7.118 -0.131 0.233 -0.385
H 1.289 0.214 7.428 -0.149 -0.143 -0.175
H 1.232 2.202 3.290 0.167 0.100 0.176
H 1.222 1.159 1.900 0.249 -0.053 -0.291
H 2.798 1.590 2.683 0.024 0.206 -0.145
C -7.954 1.608 -2.845 0.133 2.177 -0.494
C -6.602 0.959 -2.878 -0.357 0.474 -0.035
O -6.641 -0.033 -1.848 -0.548 -0.431 0.283
C -5.488 -0.575 -1.493 -2.639 -1.008 1.676
O -4.462 -0.348 -1.992 3.262 0.300 -1.393
O -5.680 -1.408 -0.471 -0.372 -0.378 0.888
C -4.530 -2.191 -0.032 -0.086 -0.061 -2.013
H -8.772 0.942 -3.076 -0.207 -0.179 0.476
H -8.019 2.443 -3.570 0.324 -0.689 -0.398
H -8.046 2.253 -1.964 -0.459 -0.950 0.495
H -5.824 1.682 -2.645 0.190 0.005 -0.155
H -6.435 0.535 -3.866 0.332 -0.386 0.108
H -4.383 -2.978 -0.784 -0.027 0.174 0.234
H -4.716 -2.701 0.897 -0.264 0.478 0.429
H -3.644 -1.567 -0.083 0.003 -0.141 0.507
C 0.054 -3.218 2.694 -1.755 0.030 -0.307
C -0.084 -4.666 2.263 1.453 -0.115 -0.415
O -0.225 -4.868 0.843 2.056 -0.450 0.420
C -1.289 -4.454 0.253 1.679 -0.655 -1.755
O -2.230 -4.007 0.766 -4.049 1.901 2.003
O -1.128 -4.599 -1.051 0.166 0.230 -1.841
C -2.112 -3.973 -1.914 -0.321 -0.844 0.634
H -0.870 -2.681 2.448 0.107 0.022 0.229
H 0.843 -2.687 2.175 0.390 -0.189 0.183
H 0.167 -3.211 3.777 0.307 0.203 -0.025
H -0.835 -5.293 2.725 -0.159 0.267 0.505
H 0.923 -5.067 2.416 -0.348 -0.570 0.253
H -3.070 -4.488 -1.780 0.110 0.162 0.020
H -1.794 -4.140 -2.936 0.308 0.066 0.011
H -2.242 -2.914 -1.701 0.249 0.035 0.050
C 2.685 1.894 -3.025 2.046 0.168 0.685
C 1.242 2.233 -3.197 0.135 -1.133 -0.556
O 1.142 3.471 -3.897 -0.756 0.607 3.198
C 1.455 3.443 -5.136 -1.456 1.824 -0.285
O 1.714 2.490 -5.746 1.595 -3.589 -2.631
O 1.264 4.648 -5.625 0.092 2.038 -0.727
C 1.726 4.917 -6.949 0.312 0.041 -0.363
H 3.180 2.845 -2.785 0.109 -0.138 0.071
H 3.266 1.491 -3.859 -0.714 0.111 -0.435
H 2.950 1.223 -2.200 -0.659 0.083 0.124
H 0.772 2.360 -2.235 -0.196 0.226 0.175
H 0.722 1.456 -3.758 -0.216 0.122 0.061
H 2.812 5.062 -6.954 -0.094 -0.328 0.054
H 1.309 5.861 -7.299 -0.300 -0.041 0.426
H 1.437 4.144 -7.661 0.094 -0.145 0.235
C 0.384 -1.726 -4.445 0.713 0.516 0.443
C 1.749 -1.326 -4.989 -0.099 -0.855 -0.295
O 2.685 -1.613 -3.917 -2.576 -0.205 0.870
C 3.949 -1.439 -4.105 -0.894 -0.319 1.566
O 4.433 -1.099 -5.099 2.444 1.496 -4.170
O 4.578 -1.688 -2.985 0.618 -0.266 2.042
C 5.927 -1.265 -2.867 0.624 0.515 -0.161
H -0.332 -1.883 -5.245 -0.093 -0.031 -0.057
H 0.044 -0.942 -3.768 -0.244 -0.100 -0.014
H 0.528 -2.621 -3.840 -0.272 -0.173 -0.190
H 1.783 -0.278 -5.295 0.287 -0.055 0.121
H 2.012 -1.972 -5.834 0.114 0.301 0.038
H 6.599 -1.854 -3.491 -0.094 -0.137 0.090
H 6.198 -1.332 -1.815 -0.096 -0.409 -0.028
H 6.086 -0.212 -3.132 -0.430 -0.166 -0.230
C 2.015 -2.902 -0.886 0.163 0.500 1.206
C 2.135 -1.436 -0.491 1.223 -0.067 -1.315
O 1.083 -0.966 0.339 1.740 -0.333 0.733
C 0.010 -0.465 -0.209 0.556 -0.476 3.134
O -0.334 -0.563 -1.302 -1.355 -0.222 -5.795
O -0.669 0.061 0.754 -0.983 1.344 2.924
C -1.912 0.699 0.607 -0.884 0.760 -0.714
H 1.839 -3.493 0.019 -0.464 -0.060 -0.252
H 2.976 -3.264 -1.246 -0.063 0.199 -0.521
H 1.217 -2.963 -1.617 -0.021 -0.578 -0.036
H 2.242 -0.872 -1.426 -0.590 0.224 0.191
H 3.074 -1.212 0.020 -0.283 -0.240 0.382
H -2.250 1.125 1.544 0.627 -0.489 0.539
H -2.715 0.045 0.260 0.391 -0.119 -0.180
H -1.883 1.591 -0.026 0.376 -0.364 -0.376
C -1.222 2.522 4.614 1.309 -0.202 0.093
C -1.718 3.677 3.756 0.259 -1.311 0.631
O -0.944 3.598 2.545 1.290 -0.295 0.899
C -1.369 4.246 1.493 -1.654 -0.913 -0.243
O -2.343 4.916 1.474 -2.000 2.298 0.389
O -0.789 3.856 0.402 2.320 -1.178 -1.114
C -1.216 4.389 -0.852 -0.542 1.121 0.515
H -1.031 1.627 4.009 -1.001 -0.134 0.025
H -1.896 2.387 5.456 -0.116 -0.385 -0.089
H -0.206 2.612 5.031 -0.274 0.818 0.085
H -1.627 4.609 4.308 0.081 0.333 -0.502
H -2.762 3.439 3.571 -0.089 0.596 -0.427
H -1.083 5.476 -0.839 0.137 -0.143 -0.108
H -2.283 4.236 -1.027 0.128 -0.359 0.050
H -0.593 3.941 -1.606 0.117 -0.209 -0.210
C -4.471 1.861 2.186 0.382 1.113 -0.253
C -5.812 2.481 2.481 0.063 -0.044 0.761
O -5.528 3.624 3.362 2.179 -1.123 -0.393
C -6.488 4.432 3.626 0.268 0.645 0.560
O -7.616 4.266 3.341 -2.564 -0.060 -0.502
C -6.056 5.724 4.341 1.397 0.058 -1.288
F -4.745 5.737 4.636 0.031 -0.066 -0.061
F -6.288 6.742 3.492 -0.032 0.009 0.132
F -6.708 5.927 5.439 -1.045 0.168 1.263
H -3.899 2.689 1.744 0.283 -0.312 0.118
H -4.476 1.068 1.448 -0.496 -0.234 -0.031
H -3.964 1.513 3.085 -0.090 -0.034 0.024
H -6.447 1.800 3.054 -0.298 0.227 -0.442
H -6.266 2.903 1.586 -0.319 -0.351 0.097